Molecular formula: C3H9ClNP
Method: DFT, wB97M-V/def2-TZVPD

Geometry as XYZ:
```
15
Properties=species:S:1:pos:R:3:forces:R:3:nbo_charge:R:1
C -1.59903 -0.26435 -0.09993 2.3 -0.9 0.3 -0.61
C -0.05392 1.72382 -0.49262 -0.7 -2.5 -1.1 -0.62
C -0.17501 0.28367 0.09324 0.0 0.3 -2.2 -0.57
N 0.95581 -2.14515 0.34562 2.0 0.5 -1.4 -1.13
P 0.97821 -0.85460 -0.76667 1.8 0.4 1.3 1.22
Cl 3.26623 0.61081 0.14198 -1.8 -1.1 -0.6 -0.63
H -1.71457 -1.07064 0.62024 -0.3 -0.6 -0.5 0.21
H -2.28456 0.47011 0.21271 -1.1 1.0 -0.3 0.22
H -1.56109 -0.56468 -1.15079 -1.4 -0.2 0.1 0.21
H -0.41298 1.57576 -1.59972 1.3 1.0 1.7 0.20
H 0.94410 2.11063 -0.20927 -0.7 0.2 -0.9 0.27
H -0.89302 2.14028 0.02107 -0.2 1.3 0.2 0.21
H 0.08430 0.31171 1.08969 0.7 0.0 2.4 0.22
H 0.56139 -1.84747 1.18533 -1.0 0.4 1.8 0.38
H 1.90413 -2.47990 0.60913 -0.8 -0.2 -0.8 0.42
```
Forces are in eV/Å.

Properties
HOMO level (hartree): -0.3461
Lowest unoccupied orbital energy (eV): -1.25